Record 1
DFT (the ωB97M-V functional and the def2-TZVPD basis) results for the molecule C21H26N2O2.

As for the HOMO energy: -8.377 eV. As for the LUMO energy: 0.35 eV. The structure (SMILES) is C[C@H]1CC[C@@H](NC(=O)CNC(=O)Cc2cccc3ccccc23)CC1. For the largest force on an atom, the calculation gives 0.7 eV Å⁻¹.

Geometry (Å):
O 0.2349 -0.3126 -3.8818
O -1.2381 -2.3254 -0.1728
N 0.4311 -2.7170 -1.6273
N -1.2157 -0.2675 -2.1370
C -2.2741 2.6885 0.4805
C -2.7703 1.5672 -1.7228
C -1.3127 1.1717 -1.9918
C -3.0560 1.5700 -0.2250
C 0.9230 -1.6901 1.6605
C -2.0823 2.3446 1.9555
C -0.9229 2.9221 -0.2166
C 2.2565 1.7951 1.8412
C 2.4234 -0.3940 0.1446
C 0.9067 -2.8927 0.7506
C 2.9968 1.8747 0.6967
C 1.5653 0.6131 2.1801
C 3.0811 0.7657 -0.1569
C -0.3994 1.6381 -0.8456
C -0.4055 -0.8717 -3.0156
C 0.1726 -1.7124 2.8087
C -0.3525 -2.3985 -2.8065
C 1.6403 -0.5129 1.3136
C 0.7902 0.5379 3.3557
C 0.1071 -0.6036 3.6627
C -0.0733 -2.6159 -0.3815
H -0.1963 3.2939 0.5078
H 2.5079 -1.2296 -0.5320
H 1.8998 -3.1305 0.3702
H -1.6096 3.1694 2.4845
H 1.4180 -2.8619 -1.7644
H 3.5200 2.7844 0.4421
H 2.1857 2.6405 2.5109
H 3.6687 0.8335 -1.0605
H 0.6150 1.7809 -1.2196
H 0.7420 1.4025 4.0018
H -2.9630 2.5608 -2.1297
H -0.3579 0.8576 -0.0830
H -4.1249 1.7024 -0.0487
H -1.0269 3.6792 -0.9960
H -1.3645 -2.7852 -2.6618
H -2.8556 3.6151 0.4196
H 0.5301 -3.7529 1.3073
H -0.9734 1.5966 -2.9416
H -3.4295 0.8653 -2.2364
H -3.0422 2.1415 2.4255
H -1.6171 -0.8278 -1.3916
H -1.4545 1.4626 2.0631
H 0.1071 -2.8670 -3.6764
H -2.7736 0.6030 0.1958
H -0.3870 -2.6006 3.0625
H -0.4932 -0.6610 4.5584

Forces on atoms 1 to 6 (eV/Å):
O 0.3 0.2 -0.3
O -0.3 0.0 0.2
N 0.2 -0.1 -0.3
N -0.3 0.2 0.2
C 0.0 -0.1 0.1
C 0.0 -0.1 0.1

natural (NBO) charges in e: -0.635, -0.654, -0.598, -0.627, -0.216, -0.398, -0.061, -0.408, -0.003, -0.604, -0.396, -0.173, -0.207, -0.515, -0.217, -0.080, -0.205, -0.413, 0.665, -0.188, -0.315, 0.004, -0.178, -0.211, 0.699, 0.209, 0.197, 0.214, 0.202, 0.402, 0.217, 0.212, 0.219, 0.224, 0.213, 0.204, 0.201, 0.213, 0.199, 0.227, 0.196, 0.246, 0.227, 0.216, 0.207, 0.428, 0.208, 0.226, 0.198, 0.213, 0.217


Record 2
DFT (the ωB97M-V functional and the def2-TZVPD basis) results for the molecule C21H26N2O3.

As for the HOMO energy: -8.903 eV. As for the LUMO energy: 0.69 eV. The structure (SMILES) is O=C(O)[C@H]1[C@H](C(=O)NC2CCN(Cc3ccccc3)CC2)[C@H]2C=C[C@@H]1C2. For the largest force on an atom, the calculation gives 0.7 eV Å⁻¹.

Geometry (Å):
O 4.7477 1.2393 1.4910
O 6.1255 -0.4234 2.0351
O 1.6432 -2.0907 1.8024
N 0.4423 -0.4570 0.8130
N -2.8689 1.0179 0.3986
C -2.2590 0.0919 -0.5355
C 4.9940 0.0619 1.5098
C 3.9669 -0.2540 -1.7466
C -4.8454 2.1806 -2.4010
C 4.1205 -1.0333 0.9632
C -3.4784 2.1462 -0.2827
C -4.6585 1.7111 -1.1089
C 2.8591 -1.0388 -1.0934
C -6.8665 0.9037 -2.5975
C -5.5889 0.8310 -0.5689
C -5.9459 1.7821 -3.1410
C -1.4579 0.2213 2.2228
C 4.7892 -1.7655 -0.2385
C -0.8490 -0.8614 1.3280
C 1.5884 -1.1102 1.0881
C -6.6840 0.4271 -1.3094
C 3.5501 -2.3904 -0.8854
C 2.7986 -0.5214 0.3754
C -1.9141 1.4290 1.4081
C 5.1141 -0.6865 -1.2401
C -1.8231 -1.1775 0.1899
H -2.7516 2.6843 -0.9199
H 2.7560 0.5702 0.4101
H -1.3941 0.5541 -1.0519
H -3.8275 2.8463 0.4846
H -2.7062 -1.6567 0.6126
H 6.1057 -0.3193 -1.4299
H -5.4341 0.4626 0.4336
H -7.4000 -0.2595 -0.8817
H 6.6772 0.2990 2.3746
H -7.7231 0.5904 -3.1759
H -2.4034 2.1456 2.0731
H 3.0034 -3.0550 -0.2196
H 3.9232 -1.7556 1.7613
H -6.0816 2.1562 -4.1453
H 5.6038 -2.4232 0.0493
H -2.3230 -0.2012 2.7341
H -1.0387 1.9374 0.9587
H 3.7747 -2.8979 -1.8223
H 0.4710 0.3619 0.2275
H -4.1270 2.8642 -2.8320
H 3.8061 0.5514 -2.4392
H -0.6529 -1.7638 1.9165
H -0.7303 0.5354 2.9724
H -2.9998 -0.1611 -1.2978
H 1.8991 -1.0397 -1.6052
H -1.3597 -1.8677 -0.5167

Forces on atoms 1 to 6 (eV/Å):
O 0.0 0.1 0.0
O 0.5 -0.5 0.2
O 0.0 -0.4 0.3
N -0.4 0.3 -0.1
N 0.0 0.1 0.0
C -0.1 -0.4 0.0

natural (NBO) charges in e: -0.602, -0.687, -0.641, -0.627, -0.444, -0.230, 0.809, -0.179, -0.245, -0.341, -0.253, 0.062, -0.254, -0.222, -0.245, -0.205, -0.399, -0.245, -0.063, 0.701, -0.193, -0.385, -0.308, -0.220, -0.205, -0.408, 0.168, 0.249, 0.148, 0.210, 0.215, 0.221, 0.224, 0.211, 0.497, 0.213, 0.207, 0.225, 0.277, 0.212, 0.232, 0.212, 0.150, 0.218, 0.393, 0.209, 0.216, 0.244, 0.217, 0.221, 0.222, 0.215


Record 3
DFT (the ωB97M-V functional and the def2-TZVPD basis) results for the molecule C21H26N2O4.

As for the HOMO energy: -7.263 eV. As for the LUMO energy: 0.55 eV. The structure (SMILES) is COc1ccccc1OCCCC(=O)Nc1ccc(N2CCOCC2)cc1. For the largest force on an atom, the calculation gives 0.8 eV Å⁻¹.

Geometry (Å):
O -2.2689 2.5158 0.8557
O 5.3299 -0.7362 1.3336
O -3.1895 -1.6181 -0.8050
O -3.4189 -0.3416 1.8305
N -1.6697 1.3545 -1.0109
N 3.8903 0.7188 -0.6607
C 0.4230 0.5770 -1.8806
C -0.2775 1.2614 -0.8912
C -4.8582 1.2794 0.6871
C -2.5654 1.8830 -0.1326
C 1.7985 1.6089 0.2684
C -0.8439 -1.9665 -0.2894
C -4.6499 -0.1652 1.1555
C -2.1025 -1.4821 0.0420
C 4.5458 -1.4040 0.3711
C 2.5090 0.8924 -0.6975
C -2.2754 -0.8128 1.2687
C 4.4444 -0.5949 -0.9308
C 0.0869 -1.1265 1.7419
C 4.6898 1.3825 0.3493
C 4.7941 0.5376 1.6256
C 0.2437 -1.8023 0.5491
C -1.1582 -0.6436 2.0866
C 0.4337 1.7943 0.1752
C 1.7853 0.4015 -1.7903
C -4.0159 1.6416 -0.5361
C -3.0328 -2.3486 -1.9948
H -5.4084 -0.3980 1.9119
H 5.6964 1.5040 -0.0678
H -0.0890 2.3361 0.9442
H 4.2850 2.3707 0.5616
H 3.8276 -1.1358 -1.6451
H 5.4469 -0.4632 -1.3523
H -2.7293 -3.3814 -1.7989
H -4.7607 -0.8596 0.3227
H -4.0926 0.8576 -1.2910
H -4.0148 -2.3482 -2.4677
H -2.0465 0.8636 -1.8095
H -4.3906 2.5755 -0.9635
H 1.2026 -2.2000 0.2541
H 5.0325 -2.3652 0.1969
H 3.7993 0.4241 2.0828
H -2.3083 -1.8806 -2.6706
H 0.9241 -0.9760 2.4056
H 5.4745 0.9951 2.3457
H -1.3135 -0.1151 3.0132
H -0.1072 0.1800 -2.7365
H -5.9171 1.4077 0.4563
H 3.5319 -1.5733 0.7685
H -4.5903 1.9536 1.5026
H 2.2971 -0.1132 -2.5892
H -0.6988 -2.4904 -1.2204
H 2.3017 2.0259 1.1260

Forces on atoms 1 to 6 (eV/Å):
O 0.1 0.1 0.3
O 0.1 0.0 0.0
O 0.2 0.2 0.5
O 0.2 -0.1 0.0
N 0.0 -0.1 -0.4
N 0.4 0.1 -0.1

natural (NBO) charges in e: -0.618, -0.526, -0.542, -0.499, -0.622, -0.457, -0.227, 0.191, -0.419, 0.689, -0.288, -0.300, -0.069, 0.278, -0.085, 0.239, 0.246, -0.238, -0.219, -0.246, -0.087, -0.218, -0.228, -0.228, -0.275, -0.501, -0.249, 0.186, 0.202, 0.257, 0.214, 0.209, 0.199, 0.183, 0.200, 0.204, 0.200, 0.394, 0.235, 0.209, 0.194, 0.164, 0.168, 0.214, 0.195, 0.229, 0.199, 0.209, 0.161, 0.236, 0.210, 0.216, 0.210


Record 4
DFT (the ωB97M-V functional and the def2-TZVPD basis) results for the molecule C21H26N2O5S.

As for the HOMO energy: -8.581 eV. As for the LUMO energy: -0.61 eV. The structure (SMILES) is COCCN(CCOC)C(=O)c1ccc(SCc2ccc(C)cc2)c([N+](=O)[O-])c1. For the largest force on an atom, the calculation gives 1.5 eV Å⁻¹.

Geometry (Å):
S 3.1373 -0.7464 -0.4856
O -2.9224 1.2562 -2.5000
O -5.7609 1.3801 0.9085
O -5.3253 -2.3490 0.3962
O 0.0869 -3.5991 -0.7774
O 2.1253 -2.9344 -0.5733
N -3.6822 0.0104 -0.7817
N 0.9306 -2.7233 -0.7367
C 1.4723 -0.3403 -0.7668
C 5.8522 0.6056 1.2176
C 8.0970 0.1720 0.4547
C -5.0503 0.3301 -1.1456
C -6.0184 -2.0525 1.5877
C -6.2702 2.5052 1.5761
C -5.5548 1.6067 -0.4725
C 3.9527 0.9174 -0.3843
C 6.3045 0.4817 -1.1268
C -3.9360 -2.1422 0.4481
C 7.6364 0.2360 -0.8548
C 7.1853 0.3598 1.4859
C 0.5228 -1.3754 -0.8679
C -3.4980 -0.6648 0.4841
C -1.2797 0.1830 -1.2023
C -0.8287 -1.1155 -1.0895
C 9.5370 -0.1195 0.7454
C -2.6965 0.5306 -1.5452
C 5.3972 0.6762 -0.0928
C 0.9928 0.9689 -0.9099
C -0.3411 1.2189 -1.1292
H 1.6727 1.8017 -0.8598
H 10.1807 0.2965 -0.0263
H 3.4782 1.4793 0.4185
H 8.3297 0.0895 -1.6705
H -2.4471 -0.6176 0.7710
H -5.5807 3.3553 1.5038
H -7.2409 2.8046 1.1630
H -7.0253 -2.4444 1.4552
H -0.6829 2.2348 -1.2575
H -5.6854 -0.5126 -0.8728
H 3.8230 1.4162 -1.3435
H -3.5491 -2.6262 -0.4519
H 5.9640 0.5247 -2.1515
H -3.5138 -2.6468 1.3303
H -5.5481 -2.5437 2.4474
H -4.0892 -0.1345 1.2359
H 7.5229 0.3114 2.5112
H -6.5017 1.9106 -0.9427
H -6.3915 2.2236 2.6204
H -4.8239 2.4157 -0.6172
H -1.4936 -1.9599 -1.1842
H 5.1572 0.7461 2.0332
H 9.8300 0.2886 1.7097
H -6.0744 -0.9747 1.7707
H 9.6980 -1.1978 0.7718
H -5.0746 0.4831 -2.2262

Forces on atoms 1 to 6 (eV/Å):
S 1.0 0.8 0.2
O 0.0 0.2 -0.1
O 0.1 -0.3 -0.1
O -0.1 -0.1 -0.2
O -0.1 -0.1 0.0
O -0.4 -0.4 -0.1

natural (NBO) charges in e: 0.394, -0.627, -0.559, -0.541, -0.387, -0.372, -0.428, 0.523, -0.151, -0.202, -0.027, -0.256, -0.263, -0.243, -0.070, -0.560, -0.185, -0.070, -0.209, -0.161, -0.021, -0.264, -0.082, -0.163, -0.627, 0.646, -0.062, -0.252, -0.130, 0.226, 0.217, 0.222, 0.210, 0.222, 0.168, 0.168, 0.195, 0.232, 0.233, 0.223, 0.192, 0.211, 0.170, 0.165, 0.230, 0.202, 0.172, 0.193, 0.177, 0.249, 0.209, 0.216, 0.182, 0.223, 0.242


Kohn-Sham gap (computed, eV): 8.7307; 9.5931; 7.8158; 7.9762
Molar mass (computed, g/mol): 338.45; 354.45; 370.45; 418.51
Energy relative to the best compared isomer or geometry (same formula, charge and spin) (computed, kJ/mol): 0.00; 147.15; 324.96; 575.44